This record from the OMol25 dataset describes a 6-piece molecular cluster, C33H70N6O8 overall in a non-equilibrium geometry. The level of theory is wB97M-V/def2-TZVPD.

The total energy comes out at -2227.86077 Eh. The value obtained for the HOMO energy is -17.07 eV. The frontier orbital gap comes out at 4.4 eV. Its lowest unoccupied orbital energy is -12.7 eV. The total charge is +4. The energy above the lowest of the compared OMol25 structures with the same formula, charge and spin is 140.9 kcal per mole.

Each line ends with the Löwdin charge.
Geometry (Å):
O  -0.04  -2.20  -5.13  0.179
O  -2.81  -1.27  2.14  0.125
O  3.10  -2.39  0.50  0.083
O  -1.61  5.88  0.57  0.215
O  6.95  2.03  -2.35  0.188
O  -0.66  0.97  1.55  -0.049
O  -1.60  1.83  -0.27  -0.028
O  0.45  1.96  0.15  -0.063
N  -0.67  1.54  0.44  -0.645
N  -0.52  -2.23  -3.77  0.181
N  2.48  -2.32  2.88  0.124
N  -1.93  5.43  -1.69  0.082
N  -4.06  -1.02  2.54  0.142
N  5.92  2.04  -1.31  0.169
C  -1.23  -3.55  -3.32  -0.400
C  5.84  0.76  -0.43  -0.384
C  1.75  -2.04  -2.62  0.022
C  -4.40  -1.30  4.11  -0.365
C  -3.82  -0.11  4.91  -0.004
C  -6.48  -0.26  2.02  -0.089
C  4.79  2.95  -1.51  -0.459
C  4.71  -3.35  2.08  0.039
C  -2.40  -3.78  -4.29  -0.001
C  -0.37  -1.31  -1.42  -0.118
C  3.45  -2.57  1.71  -0.290
C  -4.46  1.36  2.00  -0.001
C  -1.36  4.14  -2.20  0.018
C  4.11  3.21  -0.14  -0.106
C  3.75  2.36  -2.48  0.018
C  -0.19  -4.74  -3.34  0.023
C  7.21  0.34  -0.01  -0.034
C  4.95  1.07  0.84  -0.103
C  1.29  -1.37  2.45  0.057
C  -1.77  -3.37  -1.89  -0.136
C  3.68  1.92  0.56  -0.163
C  -3.77  -2.63  4.58  -0.011
C  5.38  4.29  -2.03  -0.009
C  -0.83  -2.71  -0.94  -0.197
C  -4.92  -0.07  1.70  -0.414
C  -3.49  4.48  0.06  0.026
C  -2.30  5.31  -0.20  -0.384
C  -4.71  -0.33  0.22  -0.033
C  0.37  0.09  -3.35  -0.002
C  -5.96  -1.32  4.32  -0.104
C  0.33  -1.37  -2.81  -0.377
C  5.25  -0.51  -1.20  0.013
C  -6.70  -0.21  3.54  -0.167
H  -2.54  -2.61  -1.87  0.122
H  -4.93  -1.34  -0.13  0.094
H  -0.64  -5.72  -3.21  0.116
H  7.14  -0.40  0.78  0.106
H  -1.90  -3.96  -5.24  0.093
H  0.52  -4.71  -2.52  0.068
H  4.26  2.08  -3.40  0.110
H  5.14  -1.36  -0.53  0.069
H  2.93  2.16  1.30  0.119
H  4.86  5.18  -1.68  0.102
H  2.45  -1.84  -3.44  0.104
H  -3.13  -4.55  -4.05  0.115
H  -4.28  0.87  4.75  0.085
H  -2.23  -4.31  -1.58  0.149
H  -2.74  5.59  -2.27  0.176
H  1.72  -3.09  -2.35  0.070
H  0.26  -0.86  -0.65  0.111
H  -6.33  0.76  3.87  0.097
H  -7.78  -0.22  3.61  0.135
H  -3.84  4.02  -0.86  0.092
H  1.72  -0.41  2.16  0.095
H  0.72  -1.82  1.64  0.083
H  0.92  0.74  -2.68  0.080
H  -4.34  5.08  0.38  0.123
H  5.10  -3.07  3.06  0.099
H  -3.40  1.37  2.24  0.086
H  5.60  -3.24  1.45  0.104
H  3.05  -1.91  3.61  0.173
H  -1.25  6.13  -1.93  0.181
H  -2.74  -2.42  4.86  0.079
H  5.57  1.57  1.59  0.129
H  -1.24  -2.76  0.06  0.112
H  -2.09  3.34  -2.11  0.087
H  -4.01  -0.28  5.97  0.116
H  -4.25  -2.92  5.51  0.110
H  -1.35  4.52  -3.22  0.117
H  5.54  4.44  -3.10  0.103
H  7.87  -0.10  -0.76  0.105
H  0.41  -4.77  -4.25  0.104
H  -7.07  0.48  1.49  0.142
H  4.29  -0.35  -1.67  0.056
H  3.28  3.88  -0.36  0.133
H  -6.73  -1.27  1.69  0.127
H  2.29  -1.64  -1.76  0.058
H  -6.18  -1.25  5.38  0.139
H  -2.73  -0.05  4.87  0.095
H  -0.65  0.41  -3.56  0.096
H  3.11  1.26  -0.09  0.080
H  4.69  0.16  1.36  0.101
H  0.67  -1.33  3.35  0.108
H  -0.43  3.96  -1.65  0.104
H  1.95  -3.10  3.23  0.181
H  -3.81  -3.43  3.84  0.097
H  -1.30  -0.74  -1.42  0.111
H  -3.27  3.73  0.82  0.086
H  0.85  0.19  -4.33  0.089
H  0.10  -3.28  -0.85  0.095
H  -3.00  -2.87  -4.43  0.098
H  7.80  1.20  0.31  0.110
H  6.36  4.56  -1.63  0.101
H  -6.38  -2.28  4.04  0.129
H  -5.00  1.82  2.82  0.089
H  -5.29  0.38  -0.37  0.109
H  -4.55  1.94  1.08  0.082
H  3.00  3.13  -2.66  0.113
H  4.76  3.83  0.48  0.139
H  3.20  1.49  -2.12  0.056
H  -3.67  -0.28  -0.09  0.064
H  4.39  -4.39  2.03  0.120
H  5.88  -0.98  -1.95  0.106